[1]
ORCA calculation (wB97M-V/def2-TZVPD) on 17 unconnected molecules or ions with the total composition C14H62O24 at a distorted geometry.

ORCA input file:
```
! wB97M-V def2-TZVPD RIJCOSX def2/J DEFGRID3
* xyz 0 1
O 7.1890 -21.1510 7.2740
H 7.6820 -21.4800 6.5110
H 6.5600 -21.8070 7.4740
O 8.5190 -23.8930 16.5040
H 9.1480 -24.5980 16.6180
H 8.2770 -23.9240 15.5800
O 6.7850 -26.7510 9.0450
H 7.3170 -26.9520 9.8300
H 6.2880 -27.5840 8.9860
O 5.5470 -25.3400 7.0700
H 5.1940 -26.0700 6.5970
H 6.0970 -25.6980 7.7900
O 4.2580 -23.6990 14.5040
H 5.1230 -23.3870 14.6350
H 4.0090 -23.5950 13.5910
O 8.3230 -27.4940 11.3030
H 9.0830 -27.9440 10.9530
H 8.5180 -27.1580 12.1550
O 6.4010 -22.0680 15.1060
H 6.4460 -21.8000 16.0070
H 7.2830 -22.0710 14.7380
O 7.5750 -24.9420 14.1220
H 7.1130 -25.0820 14.9360
H 8.2990 -25.6220 14.0870
O 7.6870 -24.1040 5.9390
H 7.0950 -24.7850 6.1900
H 8.4330 -24.4590 5.4750
O 8.5340 -19.1970 8.6210
H 9.4900 -19.2820 8.5290
H 8.0500 -19.8820 8.1200
C 4.4090 -21.0830 11.6480
C 3.9480 -21.6900 10.3130
O 2.5910 -21.6930 10.2440
O 5.7570 -20.9090 11.6490
H 4.1440 -21.6290 12.5320
H 4.0000 -20.0310 11.7460
H 4.3880 -22.7170 10.1080
H 4.2850 -20.9570 9.6260
H 2.3420 -22.6390 10.2330
H 6.3040 -21.6720 11.8410
C 4.0320 -20.9490 6.6310
C 4.2390 -22.4240 6.3930
O 5.0380 -22.7790 7.5190
O 3.5350 -20.2320 5.5040
H 5.0650 -20.4970 6.7930
H 3.3820 -20.7840 7.5630
H 4.9800 -22.5010 5.5650
H 3.3510 -23.0120 6.1610
H 5.1730 -23.7300 7.5350
H 2.9790 -20.8210 5.0110
C 10.6990 -21.4900 6.2260
C 10.4810 -22.3280 7.4670
O 11.7550 -22.6820 8.0140
O 9.5700 -21.3150 5.4150
H 11.4830 -21.6940 5.5180
H 11.0250 -20.4420 6.5080
H 9.9700 -23.2360 7.2190
H 9.9070 -21.8300 8.1840
H 11.5320 -22.8840 8.9160
H 9.3930 -20.3960 5.0880
C 4.1590 -25.7410 11.2980
C 5.2200 -26.5970 11.9090
O 5.3420 -27.7650 11.0970
O 3.8170 -24.5070 11.9550
H 3.2330 -26.2670 11.1410
H 4.4580 -25.5380 10.2770
H 4.8150 -26.9910 12.8170
H 6.0950 -26.1060 12.2080
H 6.0060 -28.2940 11.5670
H 3.1220 -24.0800 11.4450
C 10.6140 -23.5180 11.9740
C 11.6860 -23.5790 13.1030
O 11.0390 -23.7810 14.3590
O 11.2610 -23.3420 10.7830
H 9.9330 -22.6440 12.0570
H 9.9210 -24.3380 11.9430
H 12.4630 -22.8000 13.1550
H 12.3510 -24.3990 12.8090
H 10.8420 -24.7330 14.3970
H 11.7540 -24.1200 10.5300
C 9.9330 -26.8100 8.6160
C 9.5450 -26.3010 7.2300
O 9.9770 -27.3280 6.2740
O 9.6750 -25.7480 9.5390
H 10.9450 -27.1440 8.6520
H 9.2740 -27.6870 8.8540
H 10.0290 -25.3860 7.0290
H 8.4670 -26.2020 7.0990
H 9.6620 -27.1090 5.3710
H 9.0150 -25.1590 9.1630
C 7.6690 -22.8960 9.9230
C 7.1500 -23.6930 11.0990
O 7.4120 -23.0390 12.2840
O 7.7700 -23.8110 8.8900
H 8.6290 -22.4100 9.9630
H 6.9400 -22.1700 9.6610
H 7.6330 -24.6200 11.1500
H 6.0500 -23.8330 11.0100
H 7.3920 -23.7660 12.9080
H 7.8450 -23.3940 8.0270
*
```

Computed properties:
- ΔE to the lowest compared entry with this formula, charge and spin (kJ/mol) = 355.5
- HOMO level (eV) = -8.90
- LUMO level (eV) = -1.08
- energy (Ha) = -2376.15174

---

[2]
ORCA calculation (wB97M-V/def2-TZVPD) on a molecular structure, C14H6AuCl2F6N3OS at a distorted geometry.

ORCA input file:
```
! wB97M-V def2-TZVPD RIJCOSX def2/J DEFGRID3
* xyz -2 1
Au -0.3056 0.6466 -1.6419
Cl -1.5439 -1.2410 -1.9680
C -0.5280 -0.8215 2.2128
C -1.1845 -1.5076 3.2359
C -2.1646 -0.9235 4.0103
C -2.5060 0.3912 3.7560
C -1.8573 1.0765 2.7498
Cl -2.3739 2.7335 2.5304
C -0.8462 0.5300 1.9281
S -0.0747 1.5880 0.7682
H -0.9214 -2.5386 3.4243
H -2.6617 -1.4874 4.7895
H -3.2723 0.8971 4.3280
N 0.4037 2.4978 -2.6172
C 1.0223 3.4176 -2.9394
C 1.7528 4.5391 -3.3526
C 1.1268 5.7988 -3.4735
N 0.6307 6.8367 -3.5930
C 3.1122 4.4063 -3.7074
N 4.2266 4.3172 -4.0057
C 2.0900 -2.9016 -0.0574
C 1.4502 -1.5908 0.3614
O 1.7292 -0.5574 -0.1685
C -0.4891 -2.2596 -2.5894
F 0.7297 -2.0524 -3.0300
F -2.9802 -0.4357 -3.2099
F -0.8597 -3.5089 -2.7933
C 0.4958 -1.7552 1.5820
F 1.4428 -2.0509 2.5892
F -0.1116 -2.9679 1.3521
F -2.2452 -1.4257 0.0074
H 2.8413 -2.6817 -0.8120
H 1.3371 -3.5733 -0.4710
H 2.5345 -3.3957 0.8048
*
```

Computed properties:
- ΔE to the lowest compared entry with this formula, charge and spin (kJ/mol) = 723.8
- HOMO level (eV) = -2.06
- LUMO level (eV) = 4.64
- energy (Ha) = -2829.91201

---

[3]
ORCA calculation (wB97M-V/def2-TZVPD) on a molecular structure, C14H6F6IrN5O4S2SbSe5 at a distorted geometry.

ORCA input file:
```
! wB97M-V def2-TZVPD RIJCOSX def2/J DEFGRID3
* xyz 0 2
Ir -0.4149 0.2512 -0.1448
Se 2.5456 -0.3988 6.8384
N 2.8719 0.6527 5.4507
C 2.0790 0.3068 4.4541
C 2.0536 0.9694 3.1815
C 2.8379 2.0522 2.8335
C 2.6879 2.6253 1.5710
C 1.7509 2.1075 0.6918
N 0.9922 1.0571 0.9826
C 1.1274 0.4663 2.2238
C 0.2792 -0.6085 2.4812
N -0.5795 -0.9643 1.4493
C -1.4098 -1.9816 1.6610
C -1.4767 -2.6628 2.8680
C -0.6446 -2.2979 3.9251
C 0.2583 -1.2649 3.7468
C 1.1878 -0.7902 4.7360
N 1.2911 -1.2880 5.9546
H 3.5414 2.4437 3.5493
H 3.2851 3.4749 1.2831
H 1.5893 2.5620 -0.2732
H -2.0596 -2.2664 0.8411
H -2.1764 -3.4744 2.9815
H -0.6850 -2.8104 4.8716
F -3.5757 1.9176 -3.6536
C -2.4472 2.3972 -3.1417
F -1.8528 3.1510 -4.0520
F -2.7607 3.1518 -2.0924
S -1.3588 1.0616 -2.4791
O -2.2258 0.2146 -1.7372
O -0.3507 1.7503 -1.7405
N -0.7347 0.3859 -3.7012
S 0.2961 -0.7101 -3.3772
O 0.0406 -1.1794 -2.0619
O 0.3916 -1.6550 -4.4117
C 1.9167 0.1674 -3.2471
F 2.9213 -0.6321 -3.5881
F 2.1231 0.5547 -1.9869
F 1.9490 1.2448 -4.0268
Se -5.0050 -2.3102 -4.8316
Sb -2.2992 -1.3775 -4.0898
Se -2.3996 -2.9306 -1.9572
Se -3.3488 -3.4224 -5.6166
Se -2.2113 0.0592 -6.3656
*
```

Computed properties:
- ΔE to the lowest compared entry with this formula, charge and spin (kJ/mol) = 369.3
- <S²> = 0.919
- HOMO level (spin up / spin down) (eV) = -6.88 / -7.04
- LUMO level (spin up / spin down) (eV) = -2.81 / -2.86
- energy (Ha) = -14858.92664

---

[4]
ORCA calculation (wB97M-V/def2-TZVPD) on a single C14H6I2N2O4 molecule at a distorted geometry.

ORCA input file:
```
! wB97M-V def2-TZVPD RIJCOSX def2/J DEFGRID3
* xyz 0 1
O 1.3512 1.6043 -3.1305
C 0.8173 1.2663 -2.0650
C 0.9556 -0.1259 -1.5960
C 1.7063 -1.0984 -2.2702
C 1.8071 -2.4191 -1.8264
I 3.0762 -3.8166 -3.0102
C 1.1293 -2.8119 -0.6748
C 0.3585 -1.8715 0.0044
C 0.2884 -0.5270 -0.4283
C -0.4349 0.5034 0.3423
C -1.0771 0.1186 1.5431
C -1.7111 1.0739 2.3638
C -1.7583 2.4024 1.9418
I -2.8529 3.9756 3.0161
C -1.0877 2.7682 0.7283
C -0.4439 1.8566 -0.0730
N 0.1694 2.2222 -1.3006
O 0.3632 3.6128 -1.6355
C -0.9955 -1.2851 1.9719
O -1.5159 -1.6235 3.0246
N -0.3223 -2.2501 1.1927
O -0.0440 -3.5372 1.7551
H 2.1619 -0.8694 -3.2491
H 1.2561 -3.8052 -0.2832
H -2.1608 0.7885 3.2997
H -1.1714 3.7990 0.3261
H 0.7610 3.7425 -2.5013
H -0.6258 -3.6932 2.5341
*
```

Computed properties:
- HOMO level (eV) = -8.67
- LUMO level (eV) = -0.74
- energy (Ha) = -1542.90417
- SMILES = O=c1c2cc(I)cc3c2c2c(cc(I)cc2n1O)c(=O)n3O

---

[5]
ORCA calculation (wB97M-V/def2-TZVPD) on a molecular structure, C14H6N2O8Pd at a distorted geometry.

ORCA input file:
```
! wB97M-V def2-TZVPD RIJCOSX def2/J DEFGRID3
* xyz -2 1
Pd 0.2277 1.5122 -0.0002
O 2.3731 1.0674 -3.4988
C 1.8496 1.1570 -2.3909
O 0.6593 1.5083 -2.1011
C 2.7282 0.8847 -1.1703
C 4.0869 0.6209 -1.2027
C 4.7638 0.4784 0.0014
C 4.0857 0.6190 1.2050
C 2.7271 0.8828 1.1716
N 2.1014 0.9791 0.0004
C 1.8469 1.1532 2.3915
O 2.3692 1.0619 3.4999
O 0.6570 1.5053 2.1009
H 4.5623 0.5492 -2.1708
H 5.8283 0.2737 0.0019
H 4.5602 0.5456 2.1735
O -4.5932 -4.0749 0.0174
C -4.8545 -2.8517 -0.0067
O -5.9640 -2.2841 0.0172
C -3.6265 -1.9190 -0.0049
C -2.3397 -2.4460 -0.0045
C -1.2506 -1.5933 -0.0034
N -1.3693 -0.2672 -0.0025
C -2.5985 0.2490 -0.0029
C -3.7428 -0.5337 -0.0040
C -2.6585 1.7634 -0.0019
O -3.7316 2.3425 -0.0018
O -1.5146 2.3862 -0.0005
H -2.2289 -3.5223 -0.0053
H -0.2332 -1.9736 -0.0031
H -4.7207 -0.0739 -0.0044
*
```

Computed properties:
- ΔE to the lowest compared entry with this formula, charge and spin (kJ/mol) = 6.5
- HOMO level (eV) = -2.89
- LUMO level (eV) = 4.36
- energy (Ha) = -1376.61425

---

[6]
ORCA calculation (wB97M-V/def2-TZVPD) on a molecular structure, C14H7BrNO7V.

ORCA input file:
```
! wB97M-V def2-TZVPD RIJCOSX def2/J DEFGRID3
* xyz 2 1
V 0.0040 -0.2037 -2.7701
O 2.6654 5.1153 -1.7438
C 2.0203 3.9979 -1.9615
C 0.7003 3.7518 -1.5193
C 0.1627 2.5274 -1.7990
N 0.8496 1.5873 -2.4475
C 2.0614 1.8394 -2.9562
C 2.6988 3.0226 -2.7327
C 2.4741 0.7068 -3.8513
O 3.4491 0.5612 -4.4809
O 1.4082 -0.2118 -3.8303
C -1.2457 2.0559 -1.5795
O -2.1466 2.6012 -1.0684
O -1.3233 0.7724 -2.1458
H 2.1703 5.7703 -1.2303
H 0.1146 4.5014 -1.0014
H 3.6761 3.2313 -3.1481
Br -1.3849 -2.0330 -3.8348
C -1.0942 -3.5743 -2.6967
C -1.4863 -4.7478 -3.2917
C -1.4266 -5.9326 -2.5580
C -0.9987 -5.9249 -1.2433
C -0.6122 -4.7334 -0.6522
C -0.6443 -3.5321 -1.3728
C -0.1683 -2.4002 -0.5923
O -0.0267 -2.1527 0.5229
O 0.3723 -1.2622 -1.5852
H -1.8446 -4.7585 -4.3124
H -1.7280 -6.8568 -3.0324
H -0.9607 -6.8413 -0.6713
H -0.2677 -4.7139 0.3731
*
```

Computed properties:
- ΔE to the lowest compared entry with this formula, charge and spin (kJ/mol) = 0.9
- HOMO level (eV) = -16.70
- LUMO level (eV) = -9.86
- energy (Ha) = -4636.58493

---

[7]
ORCA calculation (wB97M-V/def2-TZVPD) on a molecular structure, C14H7Cl3N4O5PdS2 at a distorted geometry.

ORCA input file:
```
! wB97M-V def2-TZVPD RIJCOSX def2/J DEFGRID3
* xyz 0 3
Pd -0.0715 1.0356 0.1134
O 2.9589 -0.3586 6.4182
N 3.6734 -0.0502 5.4849
O 4.8473 0.2418 5.5924
C 3.1155 -0.0462 4.1542
C 4.0132 -0.0290 3.1151
C 3.5947 -0.0095 1.7659
C 4.4832 0.0756 0.6707
C 3.9740 0.1730 -0.6036
C 2.5914 0.1119 -0.7990
N 1.7442 0.0056 0.2176
C 2.2103 -0.0097 1.4841
C 1.2647 0.0253 2.5715
N -0.0409 0.1132 2.2454
C -0.9499 0.2303 3.1889
C -0.6089 0.2714 4.5424
C 0.7073 0.1412 4.9156
C 1.7017 0.0077 3.9220
H 5.0677 0.0071 3.3503
H 5.5462 0.0778 0.8547
H 4.6251 0.2697 -1.4574
H 2.1421 0.1415 -1.7888
H -1.9835 0.2742 2.8683
H -1.3866 0.3940 5.2777
H 0.9771 0.1438 5.9601
Cl -4.1305 0.2565 1.4795
C -3.9650 0.2906 -0.2947
Cl -5.1381 -0.8532 -1.0036
Cl -4.2448 1.9532 -0.8914
C -2.6196 -0.1043 -0.5930
N -1.4920 -0.3358 -0.7308
O -0.4790 4.8425 -0.1783
S -0.3197 3.4292 -0.0853
O 0.7923 2.9590 0.7889
O -1.5353 2.6662 0.3124
S 0.1403 2.5388 -1.8601
*
```

Computed properties:
- <S²> = 2.011
- HOMO level (spin up / spin down) (eV) = -7.76 / -8.13
- LUMO level (spin up / spin down) (eV) = -1.74 / -1.75
- energy (Ha) = -3437.62638

---

[8]
ORCA calculation (wB97M-V/def2-TZVPD) on a single C14H7ClF3NO2 molecule at a distorted geometry.

ORCA input file:
```
! wB97M-V def2-TZVPD RIJCOSX def2/J DEFGRID3
* xyz 0 1
F 2.3925 0.9684 -2.2257
C 1.9283 2.2197 -1.9613
F 2.8327 2.9389 -1.2863
F 1.7206 2.8449 -3.2401
C 0.6474 2.1149 -1.2791
O -0.4420 2.8344 -1.6599
N -1.6434 2.3609 -1.0346
C -1.2445 1.2779 -0.3982
C -2.1374 0.4428 0.4357
C -3.4618 0.7704 0.8632
C -4.1026 -0.4640 1.1799
C -3.0458 -1.3953 1.2127
Cl -3.3169 -3.0795 1.7482
O -1.8355 -0.8163 0.7952
C 0.2132 1.0585 -0.5114
C 1.0648 -0.0283 -0.1176
C 2.1979 0.1227 0.7640
C 2.8021 -1.0388 1.2923
C 2.5280 -2.2759 0.8306
C 1.4822 -2.5442 -0.0626
C 0.7556 -1.4029 -0.4806
H -3.8982 1.6938 0.6484
H -5.2064 -0.5296 1.3636
H 2.4021 1.1523 1.1143
H 3.5832 -0.9419 1.9524
H 2.8670 -3.1531 1.4065
H 0.9413 -3.4529 -0.2493
H -0.0245 -1.6775 -1.1004
*
```

Computed properties:
- ΔE to the lowest compared entry with this formula, charge and spin (kJ/mol) = 180.7
- HOMO level (eV) = -8.69
- LUMO level (eV) = -0.13
- energy (Ha) = -1502.59084
- SMILES = FC(F)(F)c1onc(-c2ccc(Cl)o2)c1-c1ccccc1